Record 1
C16H13ClI2N2O6S2 | wB97M-V/def2-TZVPD

Computed properties:
Gap between HOMO and LUMO in eV: 6.98
HOMO in eV: -8.577
Strongest force on any atom in eV/Å: 2.9
Total charge: 0
Molar mass in g/mol: 682.683

CARTESIAN COORDINATES (ANGSTROEM)
C  4.15  -3.05  2.09
C  4.06  -2.64  0.57
I  4.76  -4.42  -0.53
C  2.55  -2.44  0.20
I  2.43  -2.25  -1.99
C  1.78  -1.24  0.77
C  0.28  -1.25  0.58
S  -0.67  -2.52  -0.30
C  -2.22  -2.76  0.64
O  -0.05  -3.82  -0.40
O  -0.97  -2.04  -1.63
C  -0.51  -0.24  1.08
C  -0.01  0.91  1.79
N  -0.74  1.93  2.29
S  0.45  2.89  2.91
N  1.83  2.07  2.60
C  1.43  0.96  1.95
C  2.27  -0.12  1.43
Cl  3.99  0.14  1.69
H  4.76  -3.96  2.19
H  3.12  -3.36  2.40
H  4.47  -2.23  2.76
H  4.75  -1.84  0.27
H  2.04  -3.36  0.55
H  -3.10  -2.54  0.02
H  -2.24  -3.83  0.93
H  -2.22  -2.20  1.60
H  -1.61  -0.28  0.95
C  -2.65  4.54  -1.88
C  -3.22  3.78  -0.94
C  -3.08  2.29  -0.95
O  -3.61  1.64  -0.06
C  -2.32  1.68  -2.03
C  -1.75  2.43  -2.97
C  -1.86  3.93  -2.95
O  -1.31  4.57  -3.82
O  -1.05  1.90  -3.98
O  -3.95  4.31  0.05
H  -2.74  5.62  -1.89
H  -2.25  0.60  -2.03
H  -0.74  2.65  -4.51
H  -4.25  3.56  0.59

These are the natural (NBO) partial charges, in e, on atoms 1 to 6: C -0.66; C -0.30; I 0.08; C -0.38; I 0.16; C -0.04

Record 2
C16H13ClN2O3 | wB97M-V/def2-TZVPD

Computed properties:
Gap between HOMO and LUMO in eV: 7.95
SMILES string: O=C(/C=C/c1ccccc1[N+](=O)[O-])NCc1ccccc1Cl
Relative energy (zero: lowest compared OMol25 entry of this formula, charge and spin) in kcal per mole: 361.4
HOMO in eV: -8.681
Strongest force on any atom in eV/Å: 17.8
Total charge: 0
Molar mass in g/mol: 316.744

CARTESIAN COORDINATES (ANGSTROEM)
O  0.84  2.33  0.82
C  0.70  1.53  -0.16
C  -0.72  1.16  -0.53
C  -1.81  1.21  0.57
C  -3.21  0.70  0.21
C  -4.32  1.61  0.89
C  -5.53  1.28  0.59
C  -5.91  0.04  0.05
C  -4.83  -0.68  -0.80
C  -3.42  -0.48  -0.34
N  -2.50  -1.66  -0.71
O  -2.65  -1.90  -1.78
O  -1.66  -1.70  0.15
N  1.66  1.12  -1.01
C  2.93  1.05  -0.88
C  3.52  -0.07  -0.07
C  2.75  -1.12  0.66
C  3.45  -2.07  0.93
C  4.79  -2.18  0.91
C  5.64  -1.25  0.40
C  4.90  0.09  -0.12
Cl  5.82  1.23  -0.97
H  -1.01  0.52  -1.43
H  -1.57  1.56  1.34
H  -3.93  2.49  1.25
H  -6.34  1.80  0.75
H  -6.86  -0.17  -0.35
H  -5.02  -1.82  -0.98
H  1.31  0.27  -1.66
H  3.01  1.91  0.03
H  3.37  1.45  -1.57
H  1.69  -0.95  0.67
H  2.86  -2.88  1.39
H  5.36  -2.97  1.48
H  6.70  -1.45  0.27

These are the natural (NBO) partial charges, in e, on atoms 1 to 6: O -0.63; C 0.60; C -0.29; C -0.01; C -0.08; C -0.12